A cluster of 2 separate species, C3H4Cl2O6S2 in total in a non-equilibrium geometry, computed with ωB97M-V/def2-TZVPD.

Atoms and positions in Å:
C: -0.850 0.650 -1.472
C: 0.256 -0.208 -0.987
C: -0.090 0.076 1.596
O: 1.934 0.429 -2.810
O: -2.425 -1.089 1.264
O: 1.504 1.956 -1.058
O: 2.967 0.025 -0.682
O: -0.401 -2.410 1.342
O: -1.235 -1.470 3.409
S: 1.806 0.585 -1.377
S: -1.159 -1.351 1.966
Cl: -0.836 1.581 1.956
Cl: 1.309 -0.070 2.499
H: -1.849 0.121 -1.249
H: -0.714 0.833 -2.585
H: -0.364 1.642 -1.027
H: 0.145 -1.301 -0.786

Atoms 1-6, force components in eV/Å:
C 0.510 0.301 -0.116
C -0.033 -1.075 1.531
C -1.116 -0.595 -1.243
O -0.234 -0.692 -1.428
O 0.464 0.197 0.705
O 0.077 1.625 0.912

Output
2S+1 = 1
LUMO energy (spin up / spin down) = 5.678 / 5.601 eV
energy above the lowest of the compared OMol25 structures with the same formula, charge and spin = 2.937 eV
energy = -2284.85646 a.u.
gap between HOMO and LUMO (spin up / spin down) = 7.4 / 6.9 eV
total charge = -2

Mulliken population analysis, charges in e, atoms 1 to 8:
1. C -0.977
2. C -0.357
3. C 0.094
4. O -0.729
5. O -0.670
6. O -0.730
7. O -0.689
8. O -0.676


The molecule C3H4Cl2S in a non-equilibrium geometry, computed with ωB97M-V/def2-TZVPD.

Atoms and positions in Å:
C: 0.950 0.049 1.173
C: 0.243 0.228 0.020
C: -1.130 -0.128 -0.153
S: 1.017 1.288 -1.243
Cl: -1.259 -1.819 0.312
Cl: 0.962 0.024 -2.800
H: 2.023 0.302 1.345
H: 0.387 -0.464 2.007
H: -1.682 0.573 0.626
H: -1.510 -0.053 -1.286

Atoms 1-6, force components in eV/Å:
C -0.912 -0.448 -0.373
C 4.499 1.961 0.950
C -3.042 1.011 -0.955
S -0.389 -0.400 1.208
Cl -0.860 -0.844 0.209
Cl -0.045 -0.347 -0.585

Output
2S+1 = 1
LUMO energy = 0.086 eV
energy above the lowest of the compared OMol25 structures with the same formula, charge and spin = 0.838 eV
energy = -1435.22789 a.u.
gap between HOMO and LUMO = 9.2 eV
total charge = 0
SMILES = C=C(CCl)SCl

Mulliken population analysis, charges in e, atoms 1 to 8:
1. C -0.649
2. C 0.197
3. C -0.276
4. S -0.017
5. Cl -0.168
6. Cl -0.157
7. H 0.291
8. H 0.203


A structure of composition C3H4Cl4CrN in a non-equilibrium geometry, computed with ωB97M-V/def2-TZVPD.

Atoms and positions in Å:
Cr: 0.015 -4.285 0.583
Cl: 1.104 -2.060 0.234
C: -1.860 -0.357 -0.388
C: -3.164 -0.491 0.312
N: -4.121 -0.565 0.932
H: -1.945 0.235 -1.299
H: -1.510 -1.349 -0.673
H: -1.100 0.100 0.246
C: 2.450 1.667 0.029
Cl: 3.322 1.719 -1.536
Cl: 1.496 3.169 0.205
Cl: 3.508 1.424 1.413
H: 1.806 0.792 -0.059

Atoms 1-6, force components in eV/Å:
Cr 1.254 2.622 -0.359
Cl -1.157 -2.715 0.435
C -0.567 -0.183 0.009
C 1.345 0.455 -0.393
N -0.431 -0.220 0.141
H -0.179 -0.006 0.090

Output
2S+1 = 5
⟨S²⟩ = 6.15
LUMO energy (spin up / spin down) = -9.333 / -7.807 eV
energy above the lowest of the compared OMol25 structures with the same formula, charge and spin = 0.628 eV
energy = -3056.31197 a.u.
gap between HOMO and LUMO (spin up / spin down) = 3.9 / 5.4 eV
total charge = +1

Mulliken population analysis, charges in e, atoms 1 to 8:
1. Cr 1.079
2. Cl -0.137
3. C -0.489
4. C 0.227
5. N -0.309
6. H 0.301
7. H 0.120
8. H 0.177


A cluster of 2 separate species, C3H4Cl4Si in total in a non-equilibrium geometry, computed with ωB97M-V/def2-TZVPD.

Atoms and positions in Å:
C: -0.521 -0.690 -3.131
C: -0.255 -1.242 -1.987
C: 0.704 1.365 1.107
Si: 0.302 0.339 2.656
Cl: 0.054 -2.753 -1.404
Cl: 0.843 0.434 -0.366
Cl: -0.185 2.829 0.856
Cl: -0.726 1.475 3.955
H: -0.652 -1.268 -4.046
H: -0.639 0.373 -3.227
H: -0.514 -0.834 2.358
H: 1.588 -0.028 3.229

Atoms 1-6, force components in eV/Å:
C -0.196 -0.202 -0.701
C -0.043 0.347 0.120
C -1.136 -0.342 -0.541
Si 0.664 0.114 -0.672
Cl 0.025 -0.728 0.108
Cl 0.492 0.530 0.845

Output
2S+1 = 1
LUMO energy (spin up / spin down) = -1.050 / -0.541 eV
energy above the lowest of the compared OMol25 structures with the same formula, charge and spin = 7.060 eV
energy = -2246.84446 a.u.
gap between HOMO and LUMO (spin up / spin down) = 7.6 / 8.2 eV
total charge = 0

Mulliken population analysis, charges in e, atoms 1 to 8:
1. C -0.430
2. C 0.054
3. C 0.146
4. Si 0.527
5. Cl -0.123
6. Cl -0.113
7. Cl -0.139
8. Cl -0.215